1.
ORCA calculation (the ωB97M-V functional and the def2-TZVPD basis) on a molecular structure, C11H10S.

**Multiplicity**: 1
**Gap between HOMO and LUMO**: 8.7644 eV
**F_max**: 0.0133 Eh/bohr
**LUMO level**: 0.525 eV

```
22
Properties=species:S:1:pos:R:3:lowdin_charge:R:1
C 1.741 -1.738 1.896 -0.089
C 0.377 -1.967 1.824 -0.083
C 2.332 -0.710 1.175 -0.027
C -0.439 -1.172 1.027 -0.025
C 1.526 0.085 0.381 -0.178
C 0.143 -0.153 0.309 -0.184
C 1.834 1.216 -0.478 -0.009
C 0.711 1.654 -1.057 -0.065
C -1.454 0.345 -1.679 -0.201
C -2.731 0.902 -1.058 -0.433
C -0.467 0.852 -0.613 -0.608
S -1.809 1.871 0.194 0.900
H 2.353 -2.369 2.524 0.100
H -0.060 -2.771 2.397 0.099
H 3.396 -0.535 1.235 0.109
H -1.504 -1.350 0.984 0.114
H 2.823 1.615 -0.611 0.110
H 0.606 2.480 -1.737 0.111
H -1.441 -0.741 -1.782 0.115
H -1.241 0.791 -2.651 0.112
H -3.333 1.537 -1.705 0.065
H -3.363 0.158 -0.577 0.066
```

***

2.
ORCA calculation (the ωB97M-V functional and the def2-TZVPD basis) on a molecular structure, C11H11BIrN3S3.

**Total charge**: +1
**Multiplicity**: 2
**Gap between HOMO and LUMO (spin up / spin down)**: 5.7254 / 5.7907 eV
**F_max**: 0.0307 Eh/bohr
**LUMO level (spin up / spin down)**: -5.634 / -5.873 eV

```
30
Properties=species:S:1:pos:R:3:lowdin_spin:R:1
Ir -0.131 0.870 0.199 0.134
S 1.449 2.051 -0.796 0.298
C 1.826 1.254 -2.246 0.094
C 2.820 1.769 -3.114 0.007
C 3.092 1.107 -4.274 0.035
C 2.390 -0.080 -4.611 0.055
C 1.432 -0.589 -3.784 -0.006
C 1.142 0.080 -2.576 0.098
S -0.023 -0.542 -1.490 0.228
H 3.345 2.676 -2.845 -0.001
H 3.850 1.488 -4.944 0.002
H 2.618 -0.586 -5.539 0.003
H 0.896 -1.495 -4.037 -0.002
S -2.153 1.869 -0.553 0.037
C -2.455 0.802 0.777 0.000
N -3.350 -0.223 0.671 -0.001
C -3.667 -1.000 1.720 0.000
C -3.046 -0.786 2.929 -0.001
C -2.076 0.203 2.983 0.000
N -1.799 0.996 1.935 -0.002
H -3.761 -0.389 -0.241 0.000
H -4.392 -1.783 1.547 0.000
H -3.284 -1.389 3.792 0.000
H -1.499 0.383 3.883 0.000
B 1.158 -1.377 3.902 0.001
C 1.168 -0.620 2.540 0.006
N 1.005 -0.101 1.516 0.014
H 2.282 -1.476 4.322 0.001
H 0.513 -0.660 4.651 0.001
H 0.648 -2.453 3.684 0.000
```

***

3.
ORCA calculation (the ωB97M-V functional and the def2-TZVPD basis) on C11H11BO3 in the gas phase.

**Multiplicity**: 1
**Gap between HOMO and LUMO**: 8.4336 eV
**F_max**: 0.0998 Eh/bohr
**LUMO level**: -0.179 eV

```
26
Properties=species:S:1:pos:R:3:lowdin_charge:R:1
B 0.158 1.499 -0.407 -0.416
C -2.528 -2.320 0.827 -0.133
C -1.342 -2.947 0.667 -0.087
C -2.672 -1.014 0.523 0.011
C -0.125 -2.339 0.254 0.039
C -1.497 -0.268 0.131 -0.056
C -0.297 -0.956 0.058 -0.137
C -1.425 1.153 -0.243 -0.242
C 1.123 1.991 0.700 -0.292
C 2.214 0.911 1.029 -0.028
C 1.991 -0.180 -0.041 -0.132
C 0.507 2.182 -1.853 0.020
O -2.355 1.868 -0.505 0.116
O 1.256 3.058 1.184 0.119
O 0.682 -0.124 -0.482 -0.041
H -3.458 -2.955 1.111 0.145
H -1.210 -4.105 0.592 0.145
H -3.640 -0.379 0.661 0.163
H 0.569 -3.001 -0.105 0.090
H 3.272 1.306 1.028 0.152
H 2.153 0.614 1.982 0.071
H 2.515 -0.015 -0.961 0.142
H 2.355 -1.041 0.485 0.131
H 1.514 2.726 -1.898 0.090
H -0.295 2.873 -2.032 0.055
H 0.534 1.464 -2.705 0.075
```

***

4.
ORCA calculation (the ωB97M-V functional and the def2-TZVPD basis) on a molecular structure, C11H11Co2N2O6.

**Total charge**: +1
**Multiplicity**: 1
**Gap between HOMO and LUMO**: 2.5878 eV
**F_max**: 0.1396 Eh/bohr
**LUMO level**: -7.190 eV

```
32
Properties=species:S:1:pos:R:3:lowdin_charge:R:1
C -4.295 0.980 2.109 -0.110
N -3.603 -0.236 1.692 -0.361
C -4.270 -1.478 2.065 -0.110
N -2.312 -0.232 2.284 -0.006
H -5.332 0.956 1.757 0.084
H -4.284 1.128 3.204 0.086
H -3.781 1.828 1.641 0.073
H -5.306 -1.462 1.711 0.083
H -3.740 -2.301 1.573 0.075
H -4.260 -1.660 3.155 0.085
H -1.798 -1.031 1.916 0.045
H -1.851 0.634 2.020 0.055
O 4.417 -1.094 1.839 0.214
C 4.265 -0.717 0.755 -0.070
Co 3.888 -0.130 -0.843 0.247
C 3.727 1.565 -0.426 -0.093
O 3.611 2.673 -0.109 0.211
C 5.424 -0.386 -1.644 -0.061
O 6.459 -0.576 -2.127 0.217
C 2.052 -0.973 -1.053 -0.173
C 0.875 -0.303 -0.716 -0.388
C -0.075 -0.249 0.231 0.054
Co 1.480 0.202 -2.296 0.149
C 1.081 1.895 -1.979 -0.069
O 0.778 3.003 -1.824 0.215
C 0.083 -0.160 -3.365 -0.021
O -0.845 -0.309 -4.033 0.221
C 2.834 0.394 -3.459 -0.100
O 3.575 0.615 -4.317 0.182
H 2.140 -2.074 -0.984 0.120
H -0.871 0.499 0.192 0.069
H -0.065 -0.998 1.032 0.077
```

***

5.
ORCA calculation (the ωB97M-V functional and the def2-TZVPD basis) on C11H11F6NO in the gas phase.

**Multiplicity**: 1
**Gap between HOMO and LUMO**: 9.8645 eV
**F_max**: 0.0107 Eh/bohr
**Structure (SMILES)**: O[C@H](CNCc1ccccc1C(F)(F)F)C(F)(F)F
**LUMO level**: 0.721 eV

```
30
Properties=species:S:1:pos:R:3:lowdin_charge:R:1
O -3.846 -0.762 1.724 0.009
C -2.858 -0.636 0.743 -0.263
C -1.609 0.163 1.231 -0.150
N -0.341 -0.483 1.051 -0.054
C 0.150 -0.596 -0.313 -0.174
C 1.607 -0.974 -0.256 -0.145
C 1.966 -2.313 -0.344 -0.031
C 3.286 -2.714 -0.243 -0.069
C 4.280 -1.771 -0.047 -0.069
C 3.947 -0.432 0.042 -0.009
C 2.620 -0.033 -0.057 -0.066
C 2.301 1.437 0.015 -0.573
F 1.780 1.902 -1.141 0.134
F 3.386 2.191 0.251 0.132
F 1.419 1.757 0.974 0.148
C -3.471 0.011 -0.506 -0.597
F -2.587 0.168 -1.500 0.147
F -4.488 -0.700 -1.005 0.152
F -3.958 1.232 -0.221 0.142
H -4.188 0.111 1.959 0.109
H -2.574 -1.660 0.475 0.164
H -1.739 0.333 2.303 0.131
H -1.565 1.136 0.735 0.129
H -0.312 -1.380 1.522 0.127
H 0.014 0.371 -0.800 0.116
H -0.392 -1.346 -0.912 0.121
H 1.194 -3.052 -0.501 0.114
H 3.538 -3.761 -0.317 0.105
H 5.312 -2.073 0.032 0.105
H 4.719 0.307 0.189 0.118
```

***

6.
ORCA calculation (the ωB97M-V functional and the def2-TZVPD basis) on a molecular structure, C11H11N3.

**Multiplicity**: 1
**Gap between HOMO and LUMO**: 8.0803 eV
**F_max**: 0.1641 Eh/bohr
**LUMO level**: -0.251 eV

```
25
Properties=species:S:1:pos:R:3:lowdin_charge:R:1
C -4.788 -0.672 0.650 -0.139
C -3.367 -0.359 0.823 -0.168
C -2.896 -0.199 -0.780 -0.165
C -0.370 0.119 -0.399 -0.242
C 0.058 2.241 0.048 -0.290
C 1.866 0.667 -0.054 -0.223
C 3.203 0.501 0.312 -0.079
C 3.721 -0.765 0.367 -0.124
C 2.834 -1.814 0.309 -0.126
C 1.589 -1.632 -0.272 -0.013
C 0.911 -0.320 -0.304 -0.099
H -5.906 -0.442 -0.493 0.217
H -5.269 -0.887 1.666 0.007
H -2.430 -0.368 1.958 0.226
H -3.655 -0.842 -1.178 0.039
H -2.945 0.878 -1.112 0.107
H -1.245 -1.736 -0.713 0.099
H -0.236 3.372 -0.144 0.142
H 3.583 1.692 0.411 0.182
H 5.073 -0.701 0.063 0.212
H 3.052 -2.921 0.022 0.138
H 1.095 -2.552 -0.487 0.087
N -1.447 -0.774 -0.601 0.023
N -0.942 1.358 -0.062 0.110
N 1.293 1.975 0.064 0.076
```

***

The evaluated relative energy (zero: lowest compared OMol25 entry of this formula, charge and spin) for the records listed, in turn: 0.000, 1.004, 0.000, 1.537, 0.043, 10.931 eV.